Record 1
Here is 2 unconnected molecules or ions with the total composition C13H35ClN5O3P2S from the Open Molecules 2025 dataset. Energies are from the ωB97M-V functional and the def2-TZVPD basis.

As for the lowest unoccupied orbital energy: 2.39 eV. The strongest force on any atom is 5.8 eV/A. Its total charge is -1.

The geometry in XYZ format:
```
60
Properties=species:S:1:pos:R:3:forces:R:3
N 4.645 -0.380 4.894 0.04 -0.69 0.07
C 4.470 -0.634 3.479 0.16 0.37 -0.51
C 3.903 0.523 2.600 1.07 -0.24 0.68
O 5.027 1.434 2.408 -0.21 -0.14 0.07
C 2.743 1.304 3.202 -0.04 0.05 -0.25
P 0.967 1.108 2.538 0.38 0.47 1.44
Cl 1.630 1.248 0.382 0.27 -0.18 -0.48
C 0.973 -0.769 2.496 -0.65 -0.54 -0.65
C 0.370 -1.516 3.700 0.36 -0.59 0.09
C 0.682 -0.996 5.108 -0.36 0.76 0.24
S 1.031 -2.368 6.259 0.02 -0.41 -0.17
N -0.850 1.033 1.841 -0.64 -0.15 0.74
C -1.588 1.517 2.660 0.19 0.71 -0.66
O -2.259 2.135 3.416 -0.28 -0.40 0.20
H 5.188 0.441 5.108 -0.15 0.11 0.02
H 3.797 -0.441 5.436 0.00 0.23 0.02
H 5.468 -0.810 3.066 -0.05 -0.07 -0.06
H 3.924 -1.563 3.300 -0.24 0.07 0.38
H 3.745 0.078 1.620 -0.39 0.37 -0.10
H 5.156 1.827 3.279 0.09 0.19 -0.15
H 2.983 2.364 3.080 -0.12 -0.02 -0.25
H 2.736 1.168 4.289 -0.11 -0.20 -0.05
H 0.832 2.530 2.474 -0.04 -0.22 -0.47
H 0.396 1.190 3.864 0.24 -0.31 -0.03
H 1.920 -1.235 2.217 0.30 0.51 0.22
H 0.318 -1.022 1.660 0.11 0.07 -0.08
H 0.751 -2.545 3.654 0.00 0.03 -0.15
H -0.706 -1.632 3.563 -0.04 0.26 0.18
H -0.173 -0.428 5.468 0.04 -0.07 0.16
H 1.514 -0.297 5.106 0.14 -0.17 -0.06
H 0.942 -1.775 7.462 -0.06 0.26 -0.25
O -1.740 -1.904 -2.643 -3.00 -1.12 -0.68
P -2.303 -0.715 -3.384 4.53 3.61 0.39
N -1.205 -0.634 -4.719 0.06 0.48 -0.26
C 0.214 -0.436 -4.465 0.18 0.02 0.32
C -1.391 -1.757 -5.625 -0.36 -0.05 -0.01
N -2.077 0.491 -2.212 -0.17 -0.40 0.55
C -1.236 1.657 -2.381 -0.28 0.45 -0.45
C -2.065 0.064 -0.811 0.23 -0.53 -0.11
N -3.498 0.317 -4.219 -1.38 -2.19 -0.12
C -4.851 -0.253 -4.182 0.00 0.11 0.38
C -3.269 0.941 -5.510 0.29 -0.19 -0.34
H 0.750 -0.390 -5.417 -0.12 -0.10 -0.07
H 0.658 -1.235 -3.860 0.00 -0.01 0.01
H 0.399 0.516 -3.973 -0.08 -0.09 0.11
H -2.454 -1.885 -5.863 0.02 -0.03 0.06
H -1.028 -2.699 -5.196 0.00 -0.01 -0.02
H -0.873 -1.575 -6.570 0.05 0.06 0.04
H -0.187 1.437 -2.154 -0.03 0.04 0.09
H -1.557 2.453 -1.704 0.00 -0.08 0.08
H -1.303 2.070 -3.391 -0.02 -0.15 -0.06
H -1.087 -0.325 -0.514 -0.02 0.08 0.14
H -2.808 -0.713 -0.633 0.05 -0.04 -0.09
H -2.310 0.899 -0.160 0.11 0.16 -0.16
H -4.954 -1.115 -4.854 -0.13 0.05 -0.06
H -5.596 0.495 -4.461 0.06 0.05 -0.01
H -5.088 -0.586 -3.167 0.04 -0.02 -0.02
H -3.290 0.234 -6.350 0.01 0.07 -0.06
H -2.326 1.477 -5.535 0.07 -0.14 0.07
H -4.060 1.681 -5.674 -0.13 -0.13 0.15
```
Positions in Å, forces in eV/Å.

***

Record 2
Here is a single C6H9N molecule from the Open Molecules 2025 dataset. Energies are from the ωB97M-V functional and the def2-TZVPD basis.

As for the lowest unoccupied orbital energy: -0.07 eV. The calculation puts the energy above the lowest of the compared OMol25 structures with the same formula, charge and spin at 4.305 eV. The strongest force on any atom is 1.1 eV/A. Its total charge is 0.

The geometry in XYZ format:
```
16
Properties=species:S:1:pos:R:3:forces:R:3
C 1.621 1.256 0.622 0.04 0.04 0.06
C 0.586 0.494 -0.214 -0.02 0.05 -0.03
C -0.563 -0.096 0.628 0.03 -0.06 0.06
C -1.764 -0.456 -0.253 0.07 0.04 -0.26
C -1.768 -1.555 -1.219 0.13 0.11 0.39
C 1.242 -0.582 -0.977 0.39 -0.71 -0.50
N 1.757 -1.450 -1.544 -0.50 0.84 0.52
H 2.409 1.667 -0.016 -0.10 -0.08 0.11
H 2.086 0.603 1.366 -0.08 0.07 -0.10
H 1.131 2.085 1.141 0.07 -0.13 -0.07
H -0.857 0.652 1.375 0.03 -0.09 -0.13
H -0.204 -0.978 1.173 -0.04 0.13 -0.09
H -2.548 -0.988 0.351 0.00 -0.06 -0.05
H -2.277 0.445 -0.617 0.04 -0.14 0.04
H -1.005 -2.284 -0.867 -0.14 0.06 -0.02
H 0.154 1.186 -0.949 0.06 -0.09 0.08
```
Positions in Å, forces in eV/Å.

***

Record 3
Here is 2 unconnected molecules or ions with the total composition C4H8N4O from the Open Molecules 2025 dataset. Energies are from the ωB97M-V functional and the def2-TZVPD basis.

As for the lowest unoccupied orbital energy (alpha / beta): -0.27 / -0.27 eV. The calculation puts the energy above the lowest of the compared OMol25 structures with the same formula, charge and spin at 5.346 eV. The strongest force on any atom is 2.7 eV/A. Its total charge is 0.

The geometry in XYZ format:
```
17
Properties=species:S:1:pos:R:3:forces:R:3
C 2.297 0.675 0.474 0.30 -0.28 0.25
C -1.538 -0.287 -0.534 0.02 0.05 -2.68
C -0.015 -0.086 1.166 1.92 0.78 0.77
C 0.898 0.201 0.247 -0.14 -0.37 -0.02
N 0.662 -1.042 -1.683 0.41 -0.66 -0.34
N -2.391 0.681 -0.148 0.48 -0.03 0.15
N 0.406 0.115 -1.082 -2.30 0.29 0.56
N -0.569 0.163 2.248 -1.48 -0.18 -0.59
O -1.869 -1.267 -1.170 0.43 0.51 1.03
H 0.484 -1.893 -1.141 0.03 0.19 -0.02
H 0.248 -1.098 -2.608 0.01 0.09 0.27
H -2.056 1.435 0.430 -0.20 -0.10 -0.05
H -3.376 0.570 -0.352 0.18 0.05 0.15
H -1.169 -0.591 2.582 0.59 -0.18 0.54
H 2.372 1.213 1.420 0.02 -0.10 -0.01
H 2.595 1.360 -0.328 -0.24 -0.14 0.01
H 3.021 -0.147 0.480 -0.02 0.11 -0.02
```
Positions in Å, forces in eV/Å.

***

Record 4
Here is a gas-phase ion, C4H6ClN2O (charge +1) from the Open Molecules 2025 dataset. Energies are from the ωB97M-V functional and the def2-TZVPD basis.

As for the lowest unoccupied orbital energy: -6.44 eV. The calculation puts the energy above the lowest of the compared OMol25 structures with the same formula, charge and spin at 4.314 eV. The strongest force on any atom is 4.5 eV/A. Its total charge is +1.

The geometry in XYZ format:
```
14
Properties=species:S:1:pos:R:3:forces:R:3
C 1.861 -1.732 -0.271 2.03 -0.96 -1.66
C 1.784 -0.307 -0.002 1.51 0.43 0.68
C -0.599 0.243 0.003 -2.66 -1.05 -0.54
C -2.649 1.405 0.116 -2.12 2.35 -1.38
N 0.792 0.459 0.185 -2.44 2.50 0.44
N 0.985 -2.549 0.071 -0.75 -1.40 0.43
O -1.270 1.325 0.320 3.84 -2.33 0.27
Cl 3.286 0.487 0.130 -0.14 -0.43 -0.17
H 2.850 -1.874 -0.820 -1.18 -0.59 0.60
H -3.030 2.000 0.924 -0.11 0.00 0.60
H -3.362 0.618 -0.110 1.13 -1.17 0.34
H -2.728 2.077 -0.748 -0.09 -0.07 0.05
H 0.970 1.440 0.326 0.72 0.78 0.33
H 1.110 -3.591 -0.125 0.25 1.94 0.02
```
Positions in Å, forces in eV/Å.

***

Record 5
Here is a molecular structure, C22H18N6ORuS from the Open Molecules 2025 dataset. Energies are from the ωB97M-V functional and the def2-TZVPD basis.

As for the lowest unoccupied orbital energy (alpha / beta): -8.98 / -8.96 eV. The strongest force on any atom is 2.6 eV/A. Its total charge is +2.

The geometry in XYZ format:
```
49
Properties=species:S:1:pos:R:3:forces:R:3
Ru -0.817 0.690 -0.886 1.26 0.20 -2.20
N -1.691 3.917 1.789 -0.02 -0.03 -0.05
C -1.450 2.749 1.196 0.12 0.15 0.25
S -1.714 2.682 -0.569 0.04 -0.54 0.19
N -1.070 1.722 1.896 -0.02 0.06 -0.14
N -0.921 0.597 1.127 -0.09 -0.02 0.16
C -0.910 -0.564 1.703 -0.07 -0.06 0.02
C -1.035 -0.793 3.151 0.04 0.05 0.04
C -2.034 -1.647 3.621 -0.03 -0.03 -0.01
C -2.172 -1.868 4.981 0.01 0.01 0.00
C -1.298 -1.262 5.873 -0.01 -0.01 0.00
C -0.297 -0.420 5.408 0.01 0.02 -0.01
C -0.174 -0.170 4.052 0.00 -0.02 -0.01
C -0.827 -1.693 0.754 0.07 -0.07 0.09
C -0.638 -3.009 1.132 -0.06 0.09 0.01
C -0.613 -3.994 0.153 0.01 -0.05 -0.04
C -0.787 -3.645 -1.176 -0.02 0.02 0.07
C -0.943 -2.309 -1.494 -0.12 0.12 -0.22
N -0.946 -1.357 -0.555 0.11 0.40 0.29
H -2.022 4.710 1.269 0.02 0.03 0.02
H -1.646 3.979 2.795 -0.01 0.01 0.00
H -2.725 -2.116 2.931 0.01 0.00 -0.01
H -2.960 -2.513 5.344 0.00 0.00 0.00
H -1.400 -1.442 6.935 0.00 -0.01 0.00
H 0.384 0.050 6.104 0.00 0.00 0.00
H 0.591 0.507 3.696 0.01 0.00 -0.01
H -0.515 -3.255 2.176 -0.01 0.02 0.01
H -0.462 -5.028 0.432 -0.01 -0.01 0.00
H -0.790 -4.388 -1.960 0.00 0.02 -0.02
H -1.071 -1.973 -2.514 0.05 0.00 0.00
O -0.780 0.708 -2.933 -1.02 -0.46 2.39
C 0.157 0.906 -3.759 1.47 0.45 -1.13
C -0.181 0.915 -5.155 0.06 -0.07 0.61
C 0.773 1.136 -6.099 0.14 0.03 0.11
C 2.108 1.352 -5.703 0.38 0.03 0.69
C 2.473 1.342 -4.361 0.33 0.10 -1.43
C 1.539 1.123 -3.363 -1.06 -0.18 0.91
C 1.934 1.109 -1.967 -0.11 0.16 -1.58
N 1.152 0.971 -0.884 -1.57 -0.44 0.60
C 1.955 1.058 0.233 0.25 0.07 0.35
C 3.235 1.243 -0.173 -0.30 -0.03 0.08
N 3.202 1.268 -1.540 0.15 0.01 -0.02
H -1.220 0.753 -5.407 0.00 0.00 0.00
H 0.517 1.151 -7.149 -0.01 0.00 0.00
H 2.865 1.531 -6.454 0.00 0.00 0.03
H 3.513 1.519 -4.126 0.02 0.00 -0.01
H 1.551 1.003 1.227 0.05 -0.01 -0.01
H 4.149 1.359 0.382 0.00 0.00 0.03
H 4.009 1.397 -2.129 -0.06 0.00 -0.05
```
Positions in Å, forces in eV/Å.

***

Record 6
Here is 2 unconnected molecules or ions with the total composition C4H10NO3 from the Open Molecules 2025 dataset. Energies are from the ωB97M-V functional and the def2-TZVPD basis.

As for the lowest unoccupied orbital energy: 3.78 eV. The calculation puts the energy above the lowest of the compared OMol25 structures with the same formula, charge and spin at 1.766 eV. The strongest force on any atom is 3.2 eV/A. Its total charge is -1.

The geometry in XYZ format:
```
18
Properties=species:S:1:pos:R:3:forces:R:3
C 0.245 2.512 0.376 -0.30 -1.04 0.51
N -0.256 1.114 0.360 -0.18 1.60 -0.25
C -1.427 0.978 1.181 0.24 -1.89 2.55
C -0.464 0.631 -1.010 -1.45 -0.43 0.40
C -0.347 -0.958 -0.991 0.79 1.37 -0.11
O -1.348 -1.679 -0.982 -0.24 -0.03 -0.03
O 0.879 -1.241 -0.955 -0.10 -0.81 0.11
H -0.511 3.227 0.715 -0.35 0.15 -0.63
H 0.608 2.686 -0.632 0.26 0.69 0.24
H 1.010 2.625 1.153 0.39 -0.15 -0.35
H -2.451 1.187 0.851 0.18 0.19 -0.97
H -1.345 1.520 2.139 0.40 0.37 -0.43
H -1.425 -0.062 1.598 -0.39 0.45 -0.72
H -1.458 1.044 -1.384 0.85 -0.53 0.02
H 0.368 0.976 -1.610 -0.03 0.07 -0.21
H 2.029 -1.081 0.721 0.15 0.14 -0.03
H 1.801 -2.413 1.209 0.29 -0.01 0.22
O 2.387 -1.668 1.416 -0.52 -0.14 -0.31
```
Positions in Å, forces in eV/Å.